1) This record from OMol25 describes 2 unconnected molecules or ions with the total composition C7H14N2. The level of theory is the ωB97M-V functional and the def2-TZVPD basis.

Cartesian coordinates (Å):
C -0.944 2.072 -1.159
C -2.438 0.692 1.799
C -1.579 1.224 -0.088
C -2.285 0.097 -0.282
N -1.661 1.585 1.267
N -2.861 -0.279 0.923
H -2.675 0.611 2.850
H -3.684 -0.833 1.059
H -2.562 -0.439 -1.175
H -0.953 3.116 -0.864
H -1.213 1.764 -2.156
H 0.141 1.906 -1.076
C 1.788 -1.534 0.238
C 3.139 -0.981 0.567
C 1.122 -0.789 -0.951
H 1.811 -2.606 0.023
H 1.067 -1.440 1.059
H 3.060 0.058 0.886
H 0.065 -0.615 -0.828
H 1.731 0.124 -1.011
H 1.452 -1.160 -1.929
H 3.745 -1.617 1.209
H 3.734 -0.956 -0.362

Its charge is 0. The value obtained for the LUMO energy is 0.0329 Ha. The structure (SMILES) is Cc1c[nH]cn1.CCC. The gap between HOMO and LUMO is 9.56 eV.

Atom charges from the natural (NBO) analysis, given in e for atoms 1 to 5: number 1, C, carries -0.650; number 2, C, carries 0.181; number 3, C, carries 0.097; number 4, C, carries -0.125; number 5, N, carries -0.457

***

2) This record from OMol25 describes 2 unconnected molecules or ions with the total composition C7H14N2. The level of theory is the ωB97M-V functional and the def2-TZVPD basis.

Cartesian coordinates (Å):
C 1.933 -0.994 2.881
C 1.019 0.238 2.990
C 3.415 -0.626 3.010
H 1.696 -1.737 3.637
H 1.775 -1.404 1.886
H 0.667 0.464 3.999
H 4.080 -1.387 2.599
H 0.213 0.210 2.268
H 1.598 1.134 2.735
H 3.605 0.319 2.502
H 3.682 -0.520 4.067
C -1.481 -1.866 -1.725
C -1.915 1.670 -1.748
C -1.271 -0.378 -1.754
C -0.147 0.379 -1.805
N -2.373 0.452 -1.703
N -0.571 1.698 -1.819
H -2.495 2.576 -1.795
H 0.108 2.434 -1.897
H 0.917 0.195 -1.807
H -2.472 -2.088 -2.109
H -1.386 -2.198 -0.686
H -0.747 -2.393 -2.337

Its charge is 0. The value obtained for the LUMO energy is 0.0292 Ha. The structure (SMILES) is Cc1c[nH]cn1.CCC. The gap between HOMO and LUMO is 9.47 eV.

Atom charges from the natural (NBO) analysis, given in e for atoms 1 to 5: number 1, C, carries -0.400; number 2, C, carries -0.612; number 3, C, carries -0.601; number 4, H, carries 0.200; number 5, H, carries 0.194

***

The most stable of them is 2).

***

1) This record from OMol25 describes a molecular structure, C7H14N2. The level of theory is the ωB97M-V functional and the def2-TZVPD basis.

Cartesian coordinates (Å):
C 0.609 0.406 0.534
C -0.537 -1.572 -0.321
C -1.142 1.784 -1.976
N 0.068 -0.253 -0.502
C -1.363 1.095 -0.680
N 0.329 0.222 1.853
C 2.310 -0.868 0.032
C -2.385 1.227 0.147
C 2.782 -1.708 0.946
H 1.025 1.385 0.312
H 0.426 1.004 2.479
H 0.011 -0.686 2.152
H 2.947 -0.624 -0.820
H -0.052 -2.253 -1.020
H -0.457 -2.004 0.680
H -1.600 -1.516 -0.561
H -1.055 1.055 -2.787
H -1.967 2.465 -2.225
H -0.212 2.360 -1.962
H -2.441 0.693 1.091
H -3.253 1.841 -0.104
H 2.150 -1.968 1.798
H 3.808 -2.084 0.931

Its charge is 0. The value obtained for the LUMO energy is 0.0306 Ha. The gap between HOMO and LUMO is 7.60 eV.

Atom charges from the natural (NBO) analysis, given in e for atoms 1 to 5: number 1, C, carries 0.303; number 2, C, carries -0.436; number 3, C, carries -0.690; number 4, N, carries -0.417; number 5, C, carries 0.168

***

2) This record from OMol25 describes 2 unconnected molecules or ions with the total composition C7H14N2. The level of theory is the ωB97M-V functional and the def2-TZVPD basis.

Cartesian coordinates (Å):
C 0.023 1.091 2.650
C -1.612 -0.540 1.767
C -1.113 0.760 1.764
C -3.171 1.028 0.923
N -2.914 -0.430 1.201
N -2.038 1.681 1.225
H -1.189 -1.548 1.996
H -3.485 -1.241 1.012
H -0.068 0.457 3.571
H -0.123 2.075 2.884
H -3.874 1.269 0.132
H 1.065 1.134 2.215
C 2.634 -0.904 -2.298
C 4.019 -1.659 -2.308
C 2.290 -0.247 -3.616
H 1.831 -1.776 -2.224
H 2.625 -0.299 -1.266
H 4.883 -1.083 -2.160
H 3.197 0.270 -4.121
H 1.976 -1.075 -4.237
H 4.093 -2.263 -3.129
H 3.820 -2.351 -1.405
H 1.500 0.512 -3.536

Its charge is 0. The value obtained for the LUMO energy is 0.0324 Ha. The structure (SMILES) is Cc1c[nH]cn1.CCC. The gap between HOMO and LUMO is 9.33 eV.

Atom charges from the natural (NBO) analysis, given in e for atoms 1 to 5: number 1, C, carries -0.643; number 2, C, carries -0.081; number 3, C, carries 0.075; number 4, C, carries 0.142; number 5, N, carries -0.563

***

3) This record from OMol25 describes 2 unconnected molecules or ions with the total composition C7H14N2. The level of theory is the ωB97M-V functional and the def2-TZVPD basis.

Cartesian coordinates (Å):
C 2.121 0.710 -0.811
C 0.090 2.846 1.229
C 1.439 1.464 0.300
C 1.657 1.341 1.642
N 0.551 2.479 0.052
N 0.707 2.160 2.230
H -0.721 3.518 1.451
H 0.547 2.277 3.218
H 2.121 0.613 2.277
H 3.026 1.293 -1.000
H 1.440 0.522 -1.631
H 2.491 -0.262 -0.474
C -1.365 -1.875 -0.219
C -0.609 -2.618 -1.307
C -2.269 -0.756 -0.704
H -2.057 -2.603 0.218
H -0.721 -1.531 0.597
H 0.310 -2.053 -1.539
H -1.107 -2.861 -2.244
H -1.831 -0.154 -1.507
H -3.309 -0.974 -0.980
H -0.082 -3.494 -0.916
H -2.428 -0.041 0.117

Its charge is 0. The value obtained for the LUMO energy is 0.0320 Ha. The structure (SMILES) is Cc1c[nH]cn1.CCC. The gap between HOMO and LUMO is 9.48 eV.

Atom charges from the natural (NBO) analysis, given in e for atoms 1 to 5: number 1, C, carries -0.639; number 2, C, carries 0.169; number 3, C, carries 0.108; number 4, C, carries -0.139; number 5, N, carries -0.466

***

4) This record from OMol25 describes C7H14N2 in the gas phase. The level of theory is the ωB97M-V functional and the def2-TZVPD basis.

Cartesian coordinates (Å):
C 0.787 1.669 1.266
C -1.555 -1.941 0.549
C -0.243 -2.318 -1.581
C 2.101 1.089 0.772
N -1.221 1.037 -0.087
C -0.162 1.918 0.049
C -0.841 -1.328 -0.622
C -0.817 -0.005 -0.915
N -0.036 2.996 -0.650
H -1.561 0.687 0.801
H 0.844 3.488 -0.474
H -0.403 0.341 -1.862
H 0.322 0.997 1.994
H 0.953 2.639 1.744
H -0.849 -2.497 1.174
H -2.328 -2.632 0.196
H -2.064 -1.211 1.183
H 0.449 -2.982 -1.053
H -1.026 -2.934 -2.035
H 0.317 -1.832 -2.387
H 2.824 1.019 1.590
H 2.543 1.717 -0.009
H 1.967 0.084 0.358

Its charge is 0. The value obtained for the LUMO energy is 0.0300 Ha. The structure (SMILES) is [H]/N=C(\CC)NC=C(C)C. The gap between HOMO and LUMO is 8.88 eV.

Atom charges from the natural (NBO) analysis, given in e for atoms 1 to 5: number 1, C, carries -0.482; number 2, C, carries -0.640; number 3, C, carries -0.621; number 4, C, carries -0.603; number 5, N, carries -0.642

***

The most stable of them is 3).

***

1) This record from OMol25 describes a molecular structure, C7H14N2. The level of theory is the ωB97M-V functional and the def2-TZVPD basis.

Cartesian coordinates (Å):
C 0.857 -0.062 -0.922
C 0.199 0.568 -2.106
C 1.104 -0.682 1.586
C -1.891 1.236 0.815
C 0.445 0.167 0.487
C -1.124 -0.018 0.555
N 1.577 -1.180 -1.205
C -1.679 -1.211 0.372
N 1.032 1.417 0.171
H 2.042 -1.256 -2.098
H 2.034 -1.662 -0.443
H 1.507 1.776 0.994
H -0.880 0.430 -2.100
H 0.603 0.211 -3.050
H 0.384 1.640 -2.076
H 0.786 -0.280 2.548
H 0.829 -1.740 1.541
H 2.190 -0.584 1.543
H -1.706 1.583 1.835
H -2.962 1.074 0.698
H -1.525 2.032 0.166
H -1.090 -2.082 0.123
H -2.731 -1.378 0.565

Its charge is 0. The value obtained for the LUMO energy is 0.0320 Ha. The gap between HOMO and LUMO is 8.36 eV.

Atom charges from the natural (NBO) analysis, given in e for atoms 1 to 5: number 1, C, carries 0.446; number 2, C, carries -0.673; number 3, C, carries -0.637; number 4, C, carries -0.661; number 5, C, carries 0.002

***

2) This record from OMol25 describes 2 unconnected molecules or ions with the total composition C7H14N2. The level of theory is the ωB97M-V functional and the def2-TZVPD basis.

Cartesian coordinates (Å):
C 1.643 1.832 -2.082
C 2.464 2.690 -1.125
H 1.840 2.208 -3.088
H 1.913 0.776 -2.168
H 0.570 1.843 -1.932
H 2.271 2.664 -0.052
H 3.491 2.453 -1.386
H 2.315 3.750 -1.350
C -2.230 -2.088 0.657
C -2.071 -1.967 -0.875
C -1.146 -1.381 1.382
C -1.077 -0.077 1.777
C 0.910 -0.982 1.883
N 0.130 -1.912 1.419
N 0.205 0.156 2.205
H -3.207 -1.706 0.952
H -2.223 -3.142 0.922
H -3.002 -2.296 -1.341
H -1.964 0.532 1.806
H 1.906 -1.147 2.273
H 0.448 1.112 2.405
H -1.139 -2.418 -1.179
H -2.045 -0.899 -1.103

Its charge is 0. The value obtained for the LUMO energy is 0.0280 Ha. The structure (SMILES) is CCc1c[nH]cn1.CC. The gap between HOMO and LUMO is 9.34 eV.

Atom charges from the natural (NBO) analysis, given in e for atoms 1 to 5: number 1, C, carries -0.609; number 2, C, carries -0.610; number 3, H, carries 0.202; number 4, H, carries 0.207; number 5, H, carries 0.202

***

The most stable of them is 2).

***

1) This record from OMol25 describes C5H12OS in the gas phase. The level of theory is the ωB97M-V functional and the def2-TZVPD basis.

Cartesian coordinates (Å):
C 0.102 -0.910 -1.321
C 0.590 -1.601 1.202
C 1.232 1.587 -0.402
C -1.472 0.098 0.749
C 0.175 -0.501 0.195
O 1.070 0.549 0.466
S -2.410 0.934 -0.467
H 0.854 -1.708 -1.604
H -1.053 -1.186 -1.488
H 0.164 -0.093 -2.050
H -0.166 -2.366 1.146
H 1.571 -1.829 1.029
H 0.475 -1.216 2.183
H 1.311 1.333 -1.395
H 2.184 2.251 -0.046
H 0.546 2.406 -0.290
H -2.073 -0.701 1.055
H -1.252 0.750 1.581
H -1.849 2.201 -0.544

Its charge is 0. The value obtained for the LUMO energy is 0.0280 Ha. The structure (SMILES) is COC(C)(C)CS. The gap between HOMO and LUMO is 9.13 eV.

Atom charges from the natural (NBO) analysis, given in e for atoms 1 to 5: number 1, C, carries -0.692; number 2, C, carries -0.627; number 3, C, carries -0.232; number 4, C, carries -0.594; number 5, C, carries 0.337

***

2) This record from OMol25 describes 2 unconnected molecules or ions with the total composition C5H12OS. The level of theory is the ωB97M-V functional and the def2-TZVPD basis.

Cartesian coordinates (Å):
C 1.315 -0.235 1.995
C 0.629 0.856 -1.095
C -2.882 1.304 -0.841
C 0.671 -1.331 1.154
C -0.298 -0.192 -0.620
O -2.521 -1.201 0.104
S -1.850 0.044 0.287
H 1.944 -0.883 2.620
H 1.872 0.464 1.358
H 0.550 0.313 2.658
H 1.676 0.668 -0.884
H 0.393 1.768 -0.491
H 0.434 0.879 -2.127
H -2.239 2.072 -1.326
H -3.406 1.807 -0.095
H -3.493 0.651 -1.458
H -0.216 -1.752 1.618
H 1.386 -1.741 0.564
H -0.260 -1.256 -1.026

Its charge is 0. The value obtained for the LUMO energy (spin up / spin down) is 0.0295 / 0.0295 Ha. The gap between HOMO and LUMO (spin up / spin down) is 8.66 / 8.66 eV.

Atom charges from the natural (NBO) analysis, given in e for atoms 1 to 5: number 1, C, carries -0.662; number 2, C, carries -0.681; number 3, C, carries -0.793; number 4, C, carries -0.295; number 5, C, carries -0.449

***

The most stable of them is 1).

***

1) This record from OMol25 describes a molecular structure, C6H12N2O3. The level of theory is the ωB97M-V functional and the def2-TZVPD basis.

Cartesian coordinates (Å):
C -3.714 -0.596 0.598
C -1.650 0.118 -0.781
C -0.168 1.778 -0.055
C 2.235 0.851 0.477
C 2.808 -1.639 0.128
C 0.480 -0.613 -0.251
H -3.890 -1.262 -0.457
H -3.890 -1.082 1.679
H -4.842 0.296 0.468
H -1.952 -0.708 -1.651
H -1.901 1.039 -1.302
H -0.395 2.698 -0.571
H -0.670 1.660 0.903
H 2.254 1.104 1.538
H 3.156 1.284 0.053
H 2.933 -2.027 1.078
H 3.705 -1.180 -0.404
H 2.215 -2.507 -0.485
N -0.300 0.396 -0.662
N 1.787 -0.430 0.308
O -2.366 -0.005 0.485
O 1.309 1.969 -0.040
O 0.172 -1.772 -0.328

Its charge is 0. The value obtained for the LUMO energy is 0.0319 Ha. The gap between HOMO and LUMO is 9.93 eV.

Atom charges from the natural (NBO) analysis, given in e for atoms 1 to 5: number 1, C, carries -0.261; number 2, C, carries 0.109; number 3, C, carries 0.096; number 4, C, carries 0.115; number 5, C, carries -0.404

***

2) This record from OMol25 describes 2 unconnected molecules or ions with the total composition C6H12N2O3. The level of theory is the ωB97M-V functional and the def2-TZVPD basis.

Cartesian coordinates (Å):
C 1.503 0.127 -0.272
C 1.827 -1.212 -0.309
C 2.352 1.215 0.148
C 0.849 -2.326 -0.351
C -1.288 0.493 -0.963
C -0.521 0.761 0.281
N -0.738 0.000 1.428
N -0.348 2.091 0.508
O 2.187 2.296 -0.643
O 3.119 1.169 1.104
O 3.105 -1.696 -0.134
H 0.529 -2.607 0.614
H 1.350 -3.253 -0.732
H -0.042 -2.202 -0.982
H -0.793 0.904 -1.824
H -2.283 1.002 -0.909
H -1.420 -0.555 -1.071
H -0.246 0.415 2.326
H -0.384 -0.961 1.386
H -0.672 2.786 -0.212
H -0.221 2.421 1.494
H 1.665 1.987 -1.351
H 3.673 -0.977 0.164

Its charge is 0. The value obtained for the LUMO energy is 0.0196 Ha. The gap between HOMO and LUMO is 8.50 eV.

Atom charges from the natural (NBO) analysis, given in e for atoms 1 to 5: number 1, C, carries -0.478; number 2, C, carries 0.340; number 3, C, carries 0.721; number 4, C, carries -0.679; number 5, C, carries -0.654

***

The most stable of them is 2).